Molecular formula: C21H24N2O5S
Method: DFT, ωB97M-V/def2-TZVPD

Lowest unoccupied orbital energy: 0.10 eV
HOMO-LUMO gap: 8.34 eV
DFT total energy: -1698.568162 a.u.
Maximum force: 1.0 eV Å⁻¹
Structure (SMILES): COC[C@H](C)n1c(C)cc(C(=O)COC(=O)c2ccc3c(c2)NC(=O)CS3)c1C

Geometry as XYZ:
```
53
C21H24N2O5S ωB97M-V/def2-TZVPD
C -4.7772 -0.6869 -2.1272
O -4.8049 -1.9078 -1.4222
C -4.8433 -1.7955 -0.0187
C -3.4446 -1.8695 0.6323
C -3.5473 -2.1086 2.1391
N -2.6251 -0.7221 0.2929
C -1.6203 -0.7846 -0.6550
C -1.2654 -2.0252 -1.3965
C -1.0698 0.4533 -0.7809
C -1.7589 1.3247 0.1100
C -1.5264 2.7371 0.2969
O -2.2784 3.5017 0.8725
C -0.2267 3.2840 -0.3061
O 0.8926 2.5383 0.1567
C 1.7750 2.1073 -0.7472
O 1.6952 2.3248 -1.9337
C 2.8670 1.3189 -0.1270
C 2.8433 0.9454 1.2153
C 3.8884 0.2117 1.7363
C 4.9626 -0.1605 0.9358
C 4.9833 0.1906 -0.4196
C 3.9310 0.9329 -0.9348
N 5.9975 -0.2394 -1.2726
C 7.2372 -0.6864 -0.9391
O 8.0029 -1.1214 -1.7662
C 7.5994 -0.5390 0.5236
S 6.2715 -1.1150 1.6218
C -2.7282 0.5522 0.7515
C -3.6749 1.0201 1.7963
H -5.6314 -0.0564 -1.8550
H -4.8475 -0.9491 -3.1812
H -3.8541 -0.1254 -1.9577
H -5.4208 -2.6551 0.3373
H -5.3643 -0.8782 0.2781
H -2.9454 -2.7354 0.1889
H -4.2785 -1.4558 2.6042
H -3.8490 -3.1369 2.3204
H -2.5796 -1.9471 2.6078
H -2.1289 -2.4340 -1.9212
H -0.8670 -2.7911 -0.7292
H -0.4994 -1.7838 -2.1286
H -0.2869 0.7134 -1.4634
H -0.2678 3.2424 -1.4014
H -0.1069 4.3241 0.0135
H 2.0108 1.2337 1.8356
H 3.8899 -0.0883 2.7725
H 3.9209 1.2149 -1.9774
H 5.7930 -0.2146 -2.2641
H 8.4852 -1.1315 0.7442
H 7.7959 0.5122 0.7493
H -3.3621 0.6829 2.7845
H -4.6890 0.6713 1.6162
H -3.6728 2.1066 1.7924
```

=====

Molecular formula: C3H5BrN3
Method: DFT, ωB97M-V/def2-TZVPD

Total charge: +1
Lowest unoccupied orbital energy: -4.80 eV
HOMO-LUMO gap: 9.84 eV
DFT total energy: -2855.178138 a.u.
Maximum force: 6.3 eV Å⁻¹

Geometry as XYZ:
```
12
C3H5BrN3 ωB97M-V/def2-TZVPD
C 0.2857 2.0629 0.0413
C -1.3899 0.1505 -0.0680
C 0.3428 -1.5914 -0.0941
N -0.9579 2.1673 -0.1156
N 0.8193 0.7776 0.0430
N -0.1543 -0.2155 -0.0061
Br -2.9835 -0.5756 0.1241
H 1.0074 2.8837 -0.0428
H 1.3039 -1.6743 0.3163
H -0.3069 -2.2661 0.6077
H 0.3475 -2.1505 -1.1647
H 1.6857 0.4315 0.3588
```